Formula: H15NO6
Source: the Open Molecules 2025 dataset
Level of theory: ωB97M-V/def2-TZVPD

Geometry as ORCA input:
```
! wB97M-V def2-TZVPD RIJCOSX def2/J DEFGRID3
* xyz 0 1
N -1.804 0.284 0.940
H -0.872 0.655 0.972
H -2.546 0.944 0.808
H -1.816 -0.604 0.476
O 0.318 -3.778 -1.254
H 0.042 -4.668 -1.048
H -0.038 -3.283 -0.491
O 2.392 2.710 -2.770
H 1.704 2.540 -3.425
H 2.334 1.952 -2.191
O -2.020 -1.629 3.924
H -2.096 -1.377 2.990
H -2.165 -0.759 4.303
O -0.399 -2.936 1.402
H 0.204 -3.013 2.158
H -0.885 -2.116 1.582
O 2.458 6.054 -0.375
H 3.250 5.509 -0.482
H 2.174 6.048 -1.299
O -0.285 -0.487 -2.011
H 0.455 -0.687 -2.595
H -0.406 -1.357 -1.615
*
```

## Properties
- highest occupied orbital energy (eV) = -10.415
- SMILES string = N.O.O.O.O.O.O
- energy above the lowest of the compared OMol25 structures with the same formula, charge and spin (kcal/mol) = 34.44
- F_max (eV Å⁻¹) = 1.60
- orbital gap (eV) = 10.69